This record from the Open Molecules 2025 dataset describes one molecule with the formula C6H12O. The level of theory is ωB97M-V/def2-TZVPD.

```
! RIJCOSX wB97M-V def2-TZVPD def2/J DEFGRID3
* xyz 0 1
C 2.54990 -0.55987 -0.09535
O 1.19566 -0.93376 0.00297
C 0.37615 0.06364 0.53996
C 0.05545 1.33931 -0.27156
C -1.40400 1.20648 0.22601
C -1.12663 -0.27614 0.58493
C -1.58026 -1.25727 -0.48839
H 2.82142 0.19912 0.65265
H 2.78491 -0.15635 -1.08997
H 3.15798 -1.44920 0.08314
H 0.74361 0.33968 1.54193
H 0.60146 2.25161 -0.01152
H 0.14027 1.16621 -1.34968
H -2.19437 1.38236 -0.51047
H -1.60219 1.82423 1.10752
H -1.48557 -0.60844 1.56512
H -2.67457 -1.33162 -0.49458
H -1.25912 -0.93838 -1.48661
H -1.16369 -2.25346 -0.30917
*
```

The calculation puts the energy above the lowest of the compared OMol25 structures with the same formula, charge and spin at 133.1 kJ/mol. The calculation puts the calculated total energy at -8462.974 eV. Its highest occupied orbital energy is -9.47 eV. The orbital gap is 10.60 eV.

***

This record from the Open Molecules 2025 dataset describes one molecule with the formula C6H12O at a distorted geometry. The level of theory is ωB97M-V/def2-TZVPD.

```
! RIJCOSX wB97M-V def2-TZVPD def2/J DEFGRID3
* xyz 0 1
C -1.52702 -1.38955 -1.23095
C -1.05178 -0.38182 -0.20594
O -1.97253 -0.45250 0.87615
C 0.35743 -0.65275 0.23019
C 1.54480 -0.17898 -0.53432
C 1.35103 0.50078 0.75806
C 0.92949 1.94158 0.83841
H -0.87936 -1.36127 -2.11159
H -2.55444 -1.16947 -1.53266
H -1.49818 -2.39799 -0.80555
H -1.07993 0.62072 -0.65837
H -1.63994 0.12184 1.57749
H 0.47800 -1.66031 0.67414
H 1.29449 0.43906 -1.39693
H 2.37296 -0.85436 -0.69075
H 1.38726 -0.09981 1.65428
H 0.23967 2.19760 0.02322
H 1.80312 2.59593 0.74407
H 0.44492 2.18130 1.79104
*
```

The calculation puts the energy above the lowest of the compared OMol25 structures with the same formula, charge and spin at 186.4 kJ/mol. The calculation puts the calculated total energy at -8462.422 eV. Its highest occupied orbital energy is -9.04 eV. The orbital gap is 10.04 eV.